Entry 1:
# C26H71N5O8

A 6-piece molecular cluster, C26H71N5O8 overall (the ωB97M-V functional and the def2-TZVPD basis, the Open Molecules 2025 dataset).

Positions of all 110 atoms, in Å:
1 C -0.7635 6.2645 2.3546
2 N -1.3319 4.8980 2.0994
3 C -0.8391 3.9584 3.1545
4 C -2.8302 4.9431 2.0576
5 C -0.7774 4.3645 0.7617
6 C -1.2308 5.1219 -0.4667
7 O -2.5680 4.7674 -0.8221
8 H -1.1585 6.9412 1.6052
9 H 0.3157 6.1713 2.2959
10 H -1.0867 6.5830 3.3419
11 H -1.1573 2.9710 2.8169
12 H -1.3148 4.1970 4.0999
13 H 0.2449 3.9667 3.1704
14 H -3.1256 5.6968 1.3410
15 H -3.1786 5.1959 3.0581
16 H -3.1553 3.9308 1.8349
17 H -1.0219 3.3032 0.7643
18 H 0.2991 4.4723 0.8933
19 H -0.5298 4.7912 -1.2412
20 H -1.1037 6.2003 -0.3613
21 H -2.6142 4.9165 -1.7725
22 C -2.5098 0.6060 -3.7370
23 N -3.8042 1.3095 -3.5444
24 C -4.0794 2.1121 -4.7700
25 C -4.8919 0.2326 -3.4417
26 C -3.6943 2.1833 -2.3280
27 C -3.6554 1.4976 -0.9899
28 O -4.8753 0.8136 -0.7450
29 H -1.7032 1.3270 -3.8623
30 H -2.5356 0.0503 -4.6764
31 H -2.2919 -0.1041 -2.9439
32 H -3.1972 2.7574 -4.8846
33 H -4.9013 2.8081 -4.6339
34 H -4.0875 1.5147 -5.6741
35 H -4.9303 -0.2007 -4.4389
36 H -5.8200 0.7824 -3.3179
37 H -4.6089 -0.4870 -2.6909
38 H -4.5672 2.8387 -2.3054
39 H -2.7997 2.7770 -2.4925
40 H -3.6136 2.3573 -0.3045
41 H -2.7677 0.9118 -0.7236
42 H -5.0173 0.7089 0.1999
43 C 5.5056 2.0892 2.6046
44 N 4.9469 0.7172 2.8339
45 C 4.3742 0.6493 4.2186
46 C 3.9050 0.4098 1.8232
47 C 6.1569 -0.2065 2.6982
48 C 5.8891 -1.6946 2.7688
49 O 5.1781 -2.0347 3.9614
50 H 4.8014 2.8551 2.9168
51 H 5.6653 2.1719 1.5297
52 H 6.4662 2.2321 3.0878
53 H 3.8765 -0.2923 4.4080
54 H 3.7509 1.5250 4.3746
55 H 5.2151 0.6679 4.9116
56 H 3.5701 -0.6025 2.0190
57 H 4.3317 0.5375 0.8325
58 H 3.0512 1.0671 1.9625
59 H 7.0317 0.1669 3.2204
60 H 6.3963 -0.0215 1.6412
61 H 6.8574 -2.1959 2.7515
62 H 5.2923 -2.0093 1.9089
63 H 5.4355 -2.9322 4.1994
64 C 2.0327 -3.6319 -2.3909
65 N 2.4355 -3.0040 -3.6718
66 C 3.7313 -3.6111 -4.0851
67 C 1.4270 -3.3859 -4.7262
68 C 2.5325 -1.5029 -3.5769
69 C 3.3597 -1.0062 -2.4539
70 O 4.7241 -1.1671 -2.7633
71 H 1.1425 -3.1193 -2.0226
72 H 2.8216 -3.6001 -1.6504
73 H 1.7573 -4.6733 -2.5534
74 H 3.6556 -4.6563 -4.3677
75 H 4.4642 -3.5637 -3.2772
76 H 4.2185 -3.0048 -4.8486
77 H 1.7417 -2.8974 -5.6431
78 H 0.4630 -3.0000 -4.3974
79 H 1.3855 -4.4666 -4.7798
80 H 1.5066 -1.1537 -3.4597
81 H 2.8841 -1.1706 -4.5523
82 H 3.0848 -1.4453 -1.4912
83 H 3.0904 0.0480 -2.3044
84 H 5.2801 -0.5256 -2.3149
85 C -1.0859 -3.1907 2.6890
86 N -2.2361 -3.5581 1.8072
87 C -2.3180 -2.4607 0.7533
88 C -1.8576 -4.8790 1.2026
89 C -3.4774 -3.7577 2.6485
90 C -4.7710 -3.6985 1.8509
91 O -5.8770 -4.2438 2.5363
92 H -1.2905 -2.2095 3.1148
93 H -0.2393 -3.1555 2.0106
94 H -0.9306 -3.8788 3.5156
95 H -2.7454 -1.6402 1.3203
96 H -3.0364 -2.8396 0.0268
97 H -1.3253 -2.4210 0.3185
98 H -1.9043 -5.6368 1.9854
99 H -0.9163 -4.7891 0.6789
100 H -2.6979 -5.2420 0.6037
101 H -3.3946 -2.9323 3.3740
102 H -3.2887 -4.5753 3.3460
103 H -4.6405 -4.3796 0.9954
104 H -5.0003 -2.6713 1.5920
105 H -5.6384 -5.0617 2.9856
106 O 1.1638 -0.9530 1.2584
107 C 0.5678 -0.3261 0.1395
108 O 0.4428 -0.8940 -0.9535
109 O -0.1248 0.6843 0.5363
110 H 0.4655 -0.3034 1.6413

Its total charge is +4. The HOMO-LUMO gap is 0.3511 hartree. The total energy is -1907.50401 a.u. The value obtained for the LUMO energy is -8.0 eV.



Entry 2:
# C29H23F3NO2S

A 2-piece molecular cluster, C29H23F3NO2S overall (the ωB97M-V functional and the def2-TZVPD basis, the Open Molecules 2025 dataset).

Positions of all 59 atoms, in Å:
1 F -5.5683 -0.0961 -3.5792
2 C -5.6483 -1.2841 -2.9472
3 F -6.0801 -1.1072 -1.6829
4 F -6.4883 -2.1053 -3.6076
5 C -4.2644 -1.9119 -2.9166
6 C -4.1198 -3.2901 -2.8751
7 C -2.8625 -3.8664 -2.8822
8 C -1.7400 -3.0737 -2.9160
9 C -1.8642 -1.6790 -2.9357
10 S -0.5200 -0.7035 -2.9504
11 C -3.1452 -1.1136 -2.9412
12 H -5.0073 -3.8993 -2.8447
13 H -2.7628 -4.9402 -2.8682
14 H -0.7561 -3.5139 -2.9368
15 H -3.2602 -0.0431 -2.9696
16 C -0.0836 -5.4631 2.1405
17 C 0.5510 -4.2423 2.0223
18 C -0.1882 -3.1539 1.6029
19 C -1.5450 -3.2794 1.3217
20 C -2.1814 -4.4979 1.4539
21 C -1.4381 -5.5896 1.8597
22 C -2.0633 -1.9895 0.8530
23 O -3.1882 -1.7665 0.4573
24 C -0.9508 -1.0401 0.9086
25 C -1.0679 0.2885 0.6707
26 C 0.0434 1.2206 0.6395
27 C 1.2508 0.8899 0.0165
28 C 2.3239 1.7466 -0.0017
29 C 2.2142 3.0070 0.6253
30 N 3.2768 3.9052 0.5920
31 C 4.5175 3.6174 -0.1575
32 C 4.8221 2.1217 -0.2007
33 C 3.5990 1.3233 -0.6739
34 C 3.1681 5.2540 1.1841
35 C 2.2264 5.2742 2.3864
36 C 0.8752 4.6325 2.0417
37 C 1.0085 3.3456 1.2808
38 C -0.0532 2.4734 1.2502
39 C 0.2432 -1.7750 1.3466
40 O 1.3765 -1.3633 1.4840
41 H 0.4860 -6.3291 2.4369
42 H 1.6006 -4.1187 2.2290
43 H -3.2307 -4.5696 1.2261
44 H -1.9124 -6.5541 1.9399
45 H -2.0645 0.6801 0.5451
46 H 1.3398 -0.0812 -0.4370
47 H 4.3972 4.0104 -1.1715
48 H 5.3412 4.1785 0.2959
49 H 5.6889 1.9241 -0.8466
50 H 5.1140 1.7855 0.8011
51 H 3.7525 0.2507 -0.5014
52 H 3.4824 1.4345 -1.7581
53 H 4.1698 5.5994 1.4591
54 H 2.8073 5.9352 0.4076
55 H 2.6913 4.7304 3.2176
56 H 2.0829 6.3024 2.7460
57 H 0.2977 4.4474 2.9566
58 H 0.2719 5.3276 1.4481
59 H -0.9656 2.7345 1.7548

Its total charge is -1. The HOMO-LUMO gap is 0.1793 hartree. The total energy is -2022.00654 a.u. The value obtained for the LUMO energy is 2.0 eV.



Entry 3:
# CHN3O

One molecule with the formula CHN3O (the ωB97M-V functional and the def2-TZVPD basis, the Open Molecules 2025 dataset).

Positions of all 6 atoms, in Å:
1 C 0.5393 0.1231 -0.9044
2 N -0.4777 -0.6993 -0.8417
3 N -0.8860 -0.5619 0.5228
4 N -0.0949 0.2370 1.1042
5 O 0.7186 0.7486 0.2123
6 H 1.2263 0.4417 -1.7688

The HOMO-LUMO gap is 0.4689 hartree. The total energy is -278.12457 a.u. As for the structure (SMILES): c1nnno1. The value obtained for the energy relative to the best compared isomer or geometry (same formula, charge and spin) is 83.44 kcal/mol. The value obtained for the LUMO energy is 0.8 eV.



Entry 4:
# C64H56N2O3P2Pd

C64H56N2O3P2Pd as an isolated structure (the ωB97M-V functional and the def2-TZVPD basis, the Open Molecules 2025 dataset).

Positions of all 128 atoms, in Å:
1 Pd 1.2440 0.0830 -0.2422
2 O -0.2508 1.6603 -0.4409
3 C -1.1577 2.0746 0.4694
4 C -1.0513 1.2545 1.8035
5 C 0.2597 1.4625 2.5010
6 C 0.3311 2.1580 3.7038
7 C 1.5644 2.3771 4.2916
8 C 2.7051 1.9528 3.6362
9 C 2.5753 1.2694 2.4334
10 C 3.7671 0.9928 1.5709
11 C 3.7155 2.0721 0.4232
12 O 2.6347 1.8557 -0.3526
13 C 3.7053 3.4822 1.0616
14 C 2.4798 4.1030 1.2717
15 C 2.4255 5.3245 1.9200
16 C 3.5925 5.9585 2.3136
17 C 4.8159 5.3473 2.0874
18 C 4.8762 4.1105 1.4661
19 C 4.9672 2.0561 -0.5008
20 C 4.8247 2.6824 -1.7368
21 C 5.8825 2.7168 -2.6298
22 C 7.0936 2.1349 -2.2892
23 C 7.2385 1.5292 -1.0530
24 C 6.1809 1.4853 -0.1516
25 N 1.3709 0.9825 1.9267
26 C -2.5939 1.9632 -0.1304
27 C -2.7067 1.5855 -1.4660
28 C -3.9496 1.5361 -2.0789
29 C -5.0903 1.8755 -1.3677
30 C -4.9828 2.2345 -0.0321
31 C -3.7413 2.2899 0.5830
32 C -1.0784 3.6083 0.6996
33 C -1.5216 4.2242 1.8638
34 C -1.4221 5.6006 2.0027
35 C -0.9121 6.3725 0.9714
36 C -0.4921 5.7614 -0.2003
37 C -0.5850 4.3868 -0.3417
38 H -1.1247 0.2009 1.5192
39 H -1.8752 1.4969 2.4702
40 H -0.5656 2.5217 4.1810
41 H 1.6374 2.8994 5.2348
42 H 3.6841 2.1659 4.0375
43 H 3.6808 0.0058 1.0980
44 H 4.6863 1.0680 2.1462
45 H 1.5765 3.6229 0.9239
46 H 1.4644 5.7755 2.1159
47 H 3.5531 6.9347 2.7753
48 H 5.7304 5.8373 2.3870
49 H 5.8405 3.6564 1.2901
50 H 3.8804 3.1491 -1.9812
51 H 5.7618 3.2134 -3.5811
52 H 7.9282 2.1741 -2.9743
53 H 8.1872 1.0952 -0.7702
54 H 6.3321 1.0086 0.8071
55 H -1.8077 1.3235 -2.0080
56 H -4.0195 1.2434 -3.1179
57 H -6.0576 1.8695 -1.8498
58 H -5.8688 2.4887 0.5331
59 H -3.6910 2.6037 1.6156
60 H -1.9453 3.6531 2.6765
61 H -1.7506 6.0631 2.9232
62 H -0.8478 7.4457 1.0807
63 H -0.0911 6.3547 -1.0093
64 H -0.2560 3.8989 -1.2482
65 O 3.2296 -0.0261 -2.0928
66 C 4.3845 -0.8000 -1.8224
67 C 4.0360 -2.2122 -1.4432
68 C 5.0557 -3.1535 -1.3311
69 C 4.7330 -4.4780 -1.1157
70 C 3.3925 -4.8311 -1.1249
71 C 2.4540 -3.8259 -1.2396
72 N 2.7505 -2.5277 -1.3139
73 H 3.5097 0.8856 -2.2566
74 H 4.9953 -0.3406 -1.0374
75 H 5.0096 -0.8534 -2.7222
76 H 6.0866 -2.8470 -1.4339
77 H 5.5038 -5.2232 -0.9876
78 H 3.0768 -5.8613 -1.0551
79 H 1.4094 -4.0742 -1.3078
80 C -2.5977 -1.3906 -0.2345
81 P -0.7317 -1.4946 -0.4246
82 C -0.3825 -2.9156 0.6742
83 C 0.4796 -2.6962 1.7426
84 C 0.7872 -3.7304 2.6152
85 C 0.2338 -4.9884 2.4247
86 C -0.6233 -5.2173 1.3583
87 C -0.9313 -4.1868 0.4826
88 C -0.6248 -1.9511 -2.1913
89 C 0.2215 -1.1540 -2.9640
90 C 0.3196 -1.3472 -4.3302
91 C -0.4361 -2.3353 -4.9423
92 C -1.2951 -3.1187 -4.1863
93 C -1.3992 -2.9256 -2.8192
94 P -3.4383 -2.8761 0.5084
95 C -4.8719 -2.2060 1.3945
96 C -5.4651 -0.9768 1.1183
97 C -6.5949 -0.5941 1.8179
98 C -7.1211 -1.4088 2.8104
99 C -6.5261 -2.6300 3.0979
100 C -5.4078 -3.0277 2.3906
101 C -4.2014 -3.7672 -0.8967
102 C -5.1066 -3.1187 -1.7336
103 C -5.6903 -3.8175 -2.7758
104 C -5.3729 -5.1509 -2.9935
105 C -4.4811 -5.8005 -2.1560
106 C -3.9086 -5.1130 -1.0978
107 H -3.0243 -1.1768 -1.2180
108 H -2.8178 -0.5549 0.4355
109 H 0.9201 -1.7119 1.8877
110 H 1.4642 -3.5612 3.4411
111 H 0.4776 -5.7935 3.1027
112 H -1.0409 -6.2028 1.2013
113 H -1.5282 -4.3929 -0.3982
114 H 0.8072 -0.3666 -2.4896
115 H 0.9722 -0.7154 -4.9156
116 H -0.3725 -2.4781 -6.0116
117 H -1.9005 -3.8781 -4.6613
118 H -2.0963 -3.5317 -2.2570
119 H -5.0759 -0.3270 0.3489
120 H -7.0723 0.3463 1.5793
121 H -7.9984 -1.0892 3.3546
122 H -6.9306 -3.2613 3.8763
123 H -4.9366 -3.9812 2.5966
124 H -5.3618 -2.0801 -1.5693
125 H -6.3986 -3.3182 -3.4213
126 H -5.8330 -5.6871 -3.8100
127 H -4.2320 -6.8390 -2.3192
128 H -3.2390 -5.6263 -0.4203

Its total charge is +2. The HOMO-LUMO gap (spin up / spin down) is 0.2911 / 0.1558 hartree. The total energy is -3617.61242 a.u. Its spin multiplicity is 5. The value obtained for the LUMO energy (spin up / spin down) is -4.5 / -8.2 eV.